1.
An isolated molecule of C4H8N2S at a distorted geometry, computed with the ωB97M-V functional and the def2-TZVPD basis.

Structure (XYZ):
```
15
Properties=species:S:1:pos:R:3:forces:R:3
C 2.197 -0.638 1.722 1.85 -3.04 -2.12
S 0.938 -0.013 2.688 -1.91 0.64 0.37
C -0.319 0.230 1.448 2.45 0.64 0.10
N -0.057 0.173 0.198 -0.55 -1.47 0.35
N -1.181 0.494 -0.590 -1.48 0.49 0.01
C -0.944 0.895 -1.953 1.93 -1.22 0.20
C -1.691 -0.377 -1.710 0.60 0.65 -0.05
H 2.027 -1.810 1.534 0.25 2.60 -0.03
H 2.278 -0.075 0.734 0.08 -0.90 1.35
H 3.138 -0.636 2.299 -0.35 0.39 -0.34
H -1.085 0.737 1.980 -1.65 0.02 -0.35
H -1.517 1.759 -2.113 -0.28 1.10 -0.99
H 0.099 0.792 -2.359 -1.14 0.38 0.48
H -1.105 -1.307 -1.912 -0.96 0.79 0.13
H -2.778 -0.224 -1.964 1.17 -1.09 0.90
```
Positions in Å, forces in eV/Å.

Calculated values
**Frontier orbital gap**: 9.27 eV
**SMILES**: CS/C=N/N1CC1
**Energy above the lowest of the compared OMol25 structures with the same formula, charge and spin**: 94.23 kcal/mol
**Energy**: -664.7826 hartree
**Max |F|**: 4.1 eV/Å
**Total charge**: 0

Atom charges from the Löwdin analysis, given in e for atoms 1 to 5:
1. C -0.527
2. S 0.832
3. C -0.458
4. N -0.023
5. N -0.173

2.
A structure of composition C4H8N2S at a distorted geometry, computed with the ωB97M-V functional and the def2-TZVPD basis.

Structure (XYZ):
```
15
Properties=species:S:1:pos:R:3:forces:R:3
C 0.738 -0.099 2.094 0.51 0.42 0.70
C 1.169 -0.712 1.027 0.60 -2.92 0.29
C -0.958 1.215 -1.230 -0.85 0.77 1.36
C -0.717 -0.299 -1.151 -0.85 0.27 2.13
N 2.721 -2.661 0.557 1.60 0.22 -0.85
N 2.470 -2.075 1.578 -0.91 1.55 -1.65
S 0.914 -1.042 -0.634 0.07 0.97 -0.83
H 0.210 0.838 2.172 -0.36 0.00 -0.31
H 1.122 -0.519 3.020 -0.06 0.20 0.13
H -0.205 1.675 -1.784 1.56 0.63 -1.26
H -1.889 1.390 -1.874 0.91 -0.12 1.48
H -0.890 1.835 -0.245 -0.80 -1.44 -1.49
H -0.855 -0.580 -2.219 -0.10 -0.94 1.12
H -1.401 -0.704 -0.299 0.57 0.22 -2.23
H 3.706 -3.126 0.436 -1.88 0.17 1.40
```
Positions in Å, forces in eV/Å.

Calculated values
**Frontier orbital gap (alpha / beta)**: 8.62 / 8.62 eV
**Energy above the lowest of the compared OMol25 structures with the same formula, charge and spin**: 126.39 kcal/mol
**Energy**: -664.7314 hartree
**Max |F|**: 3.0 eV/Å
**Total charge**: 0

Atom charges from the Löwdin analysis, given in e for atoms 1 to 5:
1. C -0.063
2. C -0.576
3. C -0.182
4. C -0.511
5. N -0.116